Density functional theory data (ωB97M-V/def2-TZVPD) for one molecule with the formula P4S2 at a distorted geometry.

Structure (XYZ):
```
6
Properties=species:S:1:pos:R:3:forces:R:3:lowdin_spin:R:1
P 0.6768 1.3483 -1.3868 0.441 0.163 0.452 0.003
P 0.4152 -0.7181 -0.7043 0.519 0.176 0.092 0.245
P -1.7984 -0.7570 -0.6042 -0.206 0.325 -0.582 0.781
P 1.8119 1.6409 0.3318 -0.685 -0.654 -0.575 0.084
S 1.2569 -0.2212 1.1952 -0.006 0.247 -0.018 0.042
S -2.3625 -1.2929 1.1684 -0.062 -0.258 0.631 0.845
```
Forces are in eV/Å.

Its spin multiplicity is 3. Its charge is 0. Its HOMO-LUMO gap (spin up / spin down) is 6.056 / 6.061 eV. The calculation puts the total energy at -58824.21418 eV. For the highest occupied orbital energy (spin up / spin down), the calculation gives -7.37 / -9.09 eV. The calculation puts the max |F| at 1.11 eV/Å.